Formula: C24H43CrFP2
Source: OMol25
Level of theory: ωB97M-V/def2-TZVPD

XYZ file:
```
71
Properties=species:S:1:pos:R:3
Cr -0.07702 -0.12932 -0.74832
C -0.82160 -1.89203 0.35145
C 0.56096 -2.05350 -0.05263
C 0.46248 -0.37369 1.57868
C -0.86914 -0.85626 1.35629
C 1.35123 -1.09694 0.70371
C -1.97095 -2.74461 -0.03409
H -1.76741 -3.29482 -0.95916
H -2.87803 -2.14275 -0.17872
H -2.19979 -3.49114 0.74015
C -2.05903 -0.45389 2.13989
H -2.98599 -0.76556 1.64388
H -2.08864 0.63727 2.25508
H -2.05533 -0.89966 3.14744
C 0.85318 0.59194 2.63566
H 0.87415 0.10859 3.62285
H 0.14584 1.42706 2.69089
H 1.84940 1.00692 2.44978
C 2.83548 -1.05295 0.76352
H 3.20957 -1.65242 1.60580
H 3.21014 -0.03401 0.90365
H 3.28193 -1.46237 -0.14790
C 1.11668 -3.13440 -0.89900
H 1.44897 -3.99347 -0.30027
H 1.98394 -2.76645 -1.45443
H 0.37763 -3.50675 -1.61057
C -1.88034 0.92208 -5.88157
C -1.86404 -0.41505 -6.02748
C -1.07440 -1.13514 -7.07861
C 0.37785 -0.63515 -7.25465
C 1.02902 -0.07517 -6.01670
C 1.13354 1.25088 -5.80724
C 0.26635 2.28876 -6.45677
C -1.19004 1.87303 -6.80790
H -1.57434 -1.06159 -8.05871
H 0.40796 0.08949 -8.08270
H -1.04336 -2.20890 -6.84420
H -1.22966 1.50395 -7.84205
H -2.59868 1.38322 -5.19223
H -2.63656 -1.02885 -5.55272
H -1.79510 2.79525 -6.79619
H 0.21032 3.17128 -5.80269
H 1.97279 1.66109 -5.23799
H 0.72191 2.64103 -7.39700
H 0.97973 -1.49808 -7.58016
H 1.58043 -0.80791 -5.41625
P -1.39065 0.18054 -2.54239
P 1.60158 1.36882 -1.63647
C -0.58981 1.55919 -3.40001
C 0.58448 2.35111 -2.79727
H -1.38442 2.26353 -3.67895
H -0.26653 1.03128 -4.30218
H 1.25509 2.72048 -3.59066
H 0.18522 3.21633 -2.24678
C 2.16783 2.55377 -0.39416
H 2.72390 2.03946 0.40120
H 1.27651 3.01874 0.05008
H 2.80163 3.31259 -0.87647
C 3.00104 0.64358 -2.51863
H 3.44270 1.38155 -3.20002
H 2.66610 -0.23269 -3.09013
H 3.74855 0.31682 -1.78301
C -3.12019 0.52287 -2.31488
H -3.58289 -0.32051 -1.77892
H -3.58933 0.68167 -3.29677
H -3.17826 1.42170 -1.68162
C -1.04032 -1.44043 -3.24947
H -0.06122 -1.82313 -2.93614
H -1.04354 -1.35560 -4.33828
H -1.82418 -2.14413 -2.93289
F -0.88013 1.58986 -0.23494
```

## Properties
- Kohn-Sham gap (spin up / spin down): 0.3155 / 0.3173 hartree
- <S²>: 3.839
- Charge: +1
- Total energy: -2767.1031 a.u.
- Multiplicity: 4
- HOMO level (spin up / spin down): -10.88 / -11.20 eV